a:
{"formula": "CH5NO2", "method": "the ωB97M-V functional and the def2-TZVPD basis", "symbols": ["H", "H", "O", "H", "C", "H", "N", "H", "O"], "positions_angstrom": [[1.61262, -0.22736, 1.47265], [-0.04521, 0.54194, -2.13057], [0.50341, 0.98188, 2.64895], [-0.33412, -1.02769, -1.84228], [0.62119, 0.19094, 1.75434], [-0.13988, -0.21122, -0.11660], [-0.44854, -0.09710, -1.45458], [-1.42450, 0.14632, -1.32486], [-0.34497, -0.29771, 0.99295]], "nbo_charge": [0.057, 0.394, -0.588, 0.394, 0.654, 0.476, -1.014, 0.404, -0.777], "homo_lumo_gap_ev": 9.897, "homo_energy_ha": -0.352, "smiles": "O=CO.N", "charge": 0}



b:
{"formula": "CH5NO2", "method": "the ωB97M-V functional and the def2-TZVPD basis", "symbols": ["H", "H", "C", "H", "N", "O", "H", "O", "H"], "positions_angstrom": [[0.80163, 1.37356, -0.68799], [1.82041, -0.76133, -0.49536], [0.35043, 0.57873, -0.08390], [-2.59255, -0.32662, -0.10127], [1.31093, -0.40237, 0.30368], [-1.69400, -0.41166, 0.24757], [0.86866, -1.17944, 0.78055], [-0.75080, 0.13347, -0.81249], [-0.11472, 0.99566, 0.84921]], "nbo_charge": [0.190, 0.358, 0.048, 0.472, -0.843, -0.497, 0.370, -0.281, 0.182], "homo_lumo_gap_ev": 10.720, "homo_energy_ha": -0.362, "smiles": "NCOO", "charge": 0}



It is a that is the most stable of them.



a:
{"formula": "C3H16O4S", "method": "the ωB97M-V functional and the def2-TZVPD basis", "symbols": ["H", "O", "H", "H", "H", "H", "H", "C", "H", "H", "O", "C", "H", "S", "C", "H", "H", "O", "H", "H", "H", "H", "H", "O"], "positions_angstrom": [[0.18513, 2.95084, -0.60491], [0.25234, -1.83533, -2.34022], [2.36580, -0.14031, 0.29168], [-1.26275, -3.13048, 2.32426], [0.71360, -1.86814, -1.48331], [-0.83819, 0.06165, -1.96576], [-1.87471, 1.56377, -0.66597], [1.51507, 0.35579, 0.75882], [-0.37185, -2.54969, -2.13908], [1.79510, -2.36797, 1.53525], [-1.13933, 0.95898, -2.16638], [0.44165, -0.68923, 1.43797], [-0.48826, -0.28686, 1.02403], [-0.37951, -3.37476, 1.35199], [0.85072, -2.06270, 1.05676], [0.53138, -0.49202, 2.48495], [0.99871, -2.15103, -0.04952], [-1.90231, 1.84358, 0.28958], [-0.32588, 1.48401, -2.25571], [-1.09539, 3.68280, -0.17039], [2.07236, 0.83358, 1.56544], [-2.77599, 2.24421, 0.12501], [1.03682, 1.20763, 0.31344], [-0.30451, 3.76170, -0.71792]], "nbo_charge": [0.456, -0.927, 0.210, 0.146, 0.453, 0.498, 0.497, -0.627, 0.476, 0.224, -0.955, -0.432, 0.237, -0.095, -0.469, 0.218, 0.167, -0.981, 0.483, 0.488, 0.214, 0.462, 0.206, -0.951], "homo_lumo_gap_ev": 9.916, "homo_energy_ha": -0.346, "smiles": "CCCS.O.O.O.O", "charge": 0}



b:
{"formula": "C3H16O4S", "method": "the ωB97M-V functional and the def2-TZVPD basis", "symbols": ["H", "H", "H", "H", "H", "H", "O", "H", "H", "H", "H", "H", "C", "H", "O", "H", "O", "O", "H", "C", "S", "C", "H", "H"], "positions_angstrom": [[2.16554, -0.36416, -2.20290], [-1.89938, 1.16715, -0.77727], [-0.62915, 2.18616, 1.38075], [-1.09790, 0.17245, -3.45335], [-2.03452, -0.29180, -0.39699], [-0.61363, -1.37074, 4.16511], [-0.79875, -1.72582, 3.29316], [2.97139, -0.86230, -0.70813], [-2.98256, -2.08065, 1.11774], [1.76579, 2.01908, 0.67390], [-0.66081, 1.34553, -4.31246], [2.14856, 0.46366, 1.43817], [1.10624, 0.30048, -0.44169], [-0.25968, -2.50457, 3.13918], [-0.44542, 0.42857, -4.11853], [0.51748, 0.85109, -1.16359], [-2.79712, -1.14281, 1.24557], [-1.75715, 0.28421, -1.13133], [0.56334, -0.61640, -0.21123], [2.39841, -0.06260, -1.18243], [-0.00566, 1.18098, 2.02150], [1.40358, 1.01018, 0.86189], [-2.17349, -1.15222, 1.99179], [3.11491, 0.76454, -1.22885]], "nbo_charge": [0.225, 0.464, 0.110, 0.488, 0.506, 0.488, -0.961, 0.193, 0.469, 0.212, 0.463, 0.212, -0.417, 0.483, -0.951, 0.226, -0.972, -0.980, 0.203, -0.608, -0.065, -0.493, 0.506, 0.196], "homo_lumo_gap_ev": 9.194, "homo_energy_ha": -0.327, "smiles": "CCCS.O.O.O.O", "charge": 0}



It is b that is the most stable of them.



a:
{"formula": "C4H8NOS", "method": "the ωB97M-V functional and the def2-TZVPD basis", "symbols": ["H", "H", "H", "S", "H", "N", "O", "H", "C", "H", "H", "H", "C", "C", "C"], "positions_angstrom": [[0.28286, 0.56224, -3.40226], [-1.58295, 2.02873, -2.86221], [1.76229, 0.69515, -2.41782], [-1.22030, 2.04361, -1.43560], [1.35674, 1.24564, 1.85799], [0.77588, 1.03196, -0.02971], [-0.20356, -0.25932, 1.43552], [0.50911, -1.11231, 3.14488], [0.75567, 0.36054, -2.43294], [1.02235, -0.68621, -2.35498], [-1.06977, -1.54283, 2.37262], [-1.01253, -0.09799, 3.35883], [-0.43799, -0.72551, 2.74902], [0.05208, 0.95292, -1.32964], [0.73003, 0.64694, 1.16791]], "nbo_charge": [0.256, 0.202, 0.304, 0.311, 0.232, -0.470, -0.468, 0.203, -0.733, 0.296, 0.223, 0.206, -0.264, 0.220, 0.483], "homo_lumo_gap_ev": 9.528, "homo_energy_ha": -0.541, "charge": 1}



b:
{"formula": "C4H8NOS", "method": "the ωB97M-V functional and the def2-TZVPD basis", "symbols": ["H", "H", "C", "H", "H", "H", "C", "H", "C", "N", "H", "O", "S", "H", "C"], "positions_angstrom": [[2.68638, -1.15082, -1.79601], [-1.57187, 1.62294, 1.79146], [-1.73906, 0.39130, 0.20231], [-2.20356, 2.37964, 0.25808], [3.17963, -1.61617, -0.11178], [-3.58614, 0.79251, -0.83650], [-1.47320, 1.73331, 0.67322], [3.01998, 0.10720, -0.84609], [2.58358, -0.81050, -0.77922], [-0.57335, -1.24138, 0.89634], [1.21950, -2.07527, 0.91807], [1.20945, -0.49261, -0.41449], [-2.89644, -0.35018, -0.74232], [-0.41321, 1.96843, 0.32578], [0.55830, -1.25840, 0.46117]], "nbo_charge": [0.208, 0.316, 0.175, 0.251, 0.209, 0.138, -0.774, 0.205, -0.257, -0.333, 0.223, -0.493, 0.455, 0.313, 0.364], "homo_lumo_gap_ev": [8.784, 8.786], "homo_energy_ha": [-0.531, -0.531], "charge": 1}



c:
{"formula": "C4H8NOS", "method": "the ωB97M-V functional and the def2-TZVPD basis", "symbols": ["N", "C", "H", "H", "H", "C", "S", "H", "O", "C", "C", "H", "H", "H", "H"], "positions_angstrom": [[-0.33074, -0.67466, 0.45362], [-1.82259, -0.72089, 0.39546], [-0.07214, -1.52135, -0.17736], [-0.51326, 2.50469, -0.65907], [-2.30276, -1.03063, 1.33136], [1.67593, 0.81290, -0.24796], [-2.32049, 1.08119, 0.09878], [-2.92637, -1.10446, -1.10561], [-2.18909, -1.48814, -0.63650], [-0.76012, 1.50610, -0.33396], [0.17686, 0.57074, -0.16333], [2.06887, 0.76256, 0.78320], [1.54065, 1.82143, -0.79524], [0.10501, -1.00962, 1.42494], [2.11957, -0.03727, -0.84793]], "nbo_charge": [-0.578, 0.153, 0.469, 0.282, 0.219, -0.635, 0.330, 0.521, -0.696, -0.374, 0.101, 0.238, 0.263, 0.468, 0.237], "homo_lumo_gap_ev": 9.474, "homo_energy_ha": -0.484, "smiles": "CC1=CS[C@@H](O)[NH2+]1", "charge": 1}



It is c that is the most stable of them.